(1)
18
Properties=species:S:1:pos:R:3:forces:R:3 method="wB97M-V/def2-TZVPD" homo_energy_ev=-8.81 total_energy_ev=-9703.4147 homo_lumo_gap_ha=0.3636 smiles=NC(N)C(N)(N)N
C 0.62566 0.09916 -0.13580 0.472 1.005 1.507
C -0.88442 0.32169 0.15271 0.269 0.312 -0.117
N 0.99200 0.73881 -1.36679 -0.113 0.547 0.164
N 1.43224 0.78821 0.96414 -0.187 -0.972 -1.204
N 0.89427 -1.32078 -0.18783 -0.174 -0.293 0.221
N -1.20936 -0.18076 1.47661 0.165 -0.109 0.152
N -1.76501 -0.24150 -0.85696 -0.068 0.143 -0.186
H -0.99006 1.41840 0.17790 -0.169 -0.381 -0.107
H 0.67404 -1.74612 0.70663 0.149 -0.052 0.041
H 0.48029 0.37094 -2.15918 0.344 -0.152 0.082
H 1.99764 0.70869 -1.49213 -0.185 -0.102 -0.217
H 1.46688 1.79114 0.81589 -0.253 -0.128 0.007
H 1.01437 0.57399 1.86603 -0.038 0.167 -0.242
H 1.88313 -1.47787 -0.35345 -0.065 0.050 0.039
H -1.29435 -1.19250 1.44283 -0.126 0.055 0.011
H -2.11832 0.17365 1.75203 0.050 -0.091 -0.043
H -1.77657 0.33804 -1.68719 -0.049 -0.053 -0.047
H -1.42243 -1.16317 -1.11544 -0.022 0.052 -0.061

***

(2)
16
Properties=species:S:1:pos:R:3:forces:R:3 method="wB97M-V/def2-TZVPD" homo_energy_ev=-7.81 total_energy_ev=-7835.4193 homo_lumo_gap_ha=0.3118 smiles=CNC.O.O
C -1.96343 1.21326 -0.80939 2.744 3.779 -0.401
N -0.61621 1.31876 -1.55617 -2.011 3.916 -1.112
C 0.37383 0.30219 -1.47695 1.753 -0.752 -0.946
H -2.02181 1.96573 0.15299 0.175 -1.752 -2.361
H -1.97646 0.23993 -0.45513 -0.819 -1.979 0.603
H -2.70932 1.50866 -1.57307 -0.026 -0.554 0.906
H -0.70061 1.98313 -2.42111 0.640 -2.263 2.424
H -0.14287 -0.60770 -1.68895 0.091 -1.415 -0.880
H 1.36294 0.39496 -2.18145 -2.769 0.121 1.607
H 0.73950 0.06973 -0.46894 0.221 0.906 0.164
H -0.53727 -3.58253 1.10732 1.047 0.651 -0.065
H -0.26088 -2.10736 1.02323 -0.396 1.117 -0.068
O 0.20184 -2.92868 1.04941 -0.633 -1.706 0.143
H 2.12611 0.87292 2.98113 1.265 1.585 3.231
H 1.94677 -0.33790 2.24005 0.085 -1.446 -0.283
O 1.80128 0.58823 2.18748 -1.367 -0.207 -2.961

***

(3)
18
Properties=species:S:1:pos:R:3:forces:R:3 method="wB97M-V/def2-TZVPD" homo_energy_ev=-8.33 total_energy_ev=-29502.9089 homo_lumo_gap_ha=0.1368
N -0.75815 -0.01587 -2.36072 -0.583 0.029 -0.414
C -0.41174 0.82620 -1.24806 0.739 0.809 -0.354
C -1.32222 0.57525 -0.05985 0.094 1.049 -0.411
S -1.06616 1.70014 1.24056 -0.919 -1.066 -0.024
S 0.93849 -1.85396 -0.50746 0.453 0.024 0.100
H -0.29362 0.27818 -3.21171 -0.054 0.091 0.098
H -0.42163 -0.94443 -2.15577 0.022 -0.245 -0.218
H 0.63478 0.70163 -0.94629 -0.041 -0.149 0.355
H -0.43878 1.88791 -1.52372 -0.410 -0.229 -0.146
H -2.39874 0.53540 -0.29166 0.094 -0.005 -0.076
H -1.14347 -0.49464 0.22394 0.100 -0.342 0.491
H 1.61894 -3.02011 -0.55722 -0.403 0.019 0.085
H 0.05305 -1.52306 2.94796 -0.052 -0.062 0.240
H 0.37470 -1.18278 1.50376 0.243 -0.021 -0.125
O -0.18401 -0.91053 2.24990 -0.185 0.145 0.470
H 0.89199 1.48510 1.42121 0.790 -0.140 -0.169
H 2.16416 0.87813 2.06687 -0.137 -0.007 -0.273
O 1.76238 1.07745 1.20825 0.251 0.101 0.371

***

(4)
18
Properties=species:S:1:pos:R:3:forces:R:3 method="wB97M-V/def2-TZVPD" homo_energy_ev=-8.51 total_energy_ev=-29506.2444 homo_lumo_gap_ha=0.3207 smiles=NCCSS.O.O
N 0.97193 -0.49616 -1.17002 -1.260 -3.041 -2.555
C -0.27964 -1.23172 -1.58447 0.673 0.757 -1.680
C -1.51950 -0.28284 -1.65816 0.100 2.213 -2.844
S -2.51796 -0.49597 -0.18132 0.000 0.584 1.352
S -3.24594 1.45172 0.24760 -0.347 0.113 1.016
H 0.89643 -0.54938 -0.23528 0.571 0.337 4.147
H 1.13794 0.42932 -1.43853 -0.321 1.447 -0.824
H -0.05975 -1.73454 -2.59190 -0.671 0.549 1.498
H -0.49385 -1.95388 -0.78711 0.410 -0.253 -0.517
H -0.99266 0.75202 -1.95557 -1.713 -1.747 1.378
H -2.33880 -0.38640 -2.47695 1.990 -0.444 0.849
H -3.53653 1.43043 1.64698 0.720 -0.498 -1.748
H 4.28588 1.42762 1.24917 0.213 -0.007 -0.492
H 3.48746 1.64045 2.50475 -0.240 1.068 -2.430
O 3.54627 1.96965 1.53167 -0.008 -1.068 2.881
H -0.26247 -0.27045 1.77590 0.314 -0.386 0.541
H 0.57887 -1.29987 2.59142 0.183 -1.611 -0.137
O 0.34233 -0.40000 2.53183 -0.613 1.986 -0.435

***

(5)
18
Properties=species:S:1:pos:R:3:forces:R:3 method="wB97M-V/def2-TZVPD" homo_energy_ev=-9.12 total_energy_ev=-11931.0627 homo_lumo_gap_ha=0.3458 smiles="NCC=O.O.O.O"
O 2.26500 -0.52969 -0.90054 -0.987 -0.180 1.056
C 1.28906 -0.44485 -0.17029 1.521 0.956 -0.838
C 0.94726 -1.34401 0.95826 -0.093 -0.852 1.648
N -0.01073 -0.82338 1.99657 -0.623 1.164 -1.866
H 0.55978 0.35156 -0.38264 -0.240 0.144 0.036
H 0.52151 -2.18392 0.36055 -0.007 0.178 0.913
H 1.81993 -1.69978 1.50430 0.256 -0.134 -0.499
H 0.32079 -0.50704 2.93024 0.311 -0.363 -1.510
H -0.44990 -0.01147 1.49756 0.285 -0.809 1.466
H -0.70353 -2.30634 -2.27730 0.305 0.277 -0.460
H 0.64265 -1.44044 -2.44196 -0.299 -0.131 -0.352
O 0.09882 -1.97958 -1.86048 -0.249 -0.298 0.488
H -0.63102 2.15310 -0.54431 0.169 0.256 -0.313
H -0.22646 3.52398 -0.91102 0.077 2.617 0.779
O -0.18862 2.66969 -1.24305 0.059 -2.501 -0.834
H -2.01183 0.74701 0.32264 0.299 1.665 0.686
H -2.47287 2.16371 0.49752 -4.644 3.342 -1.041
O -1.76985 1.66146 0.66395 3.860 -5.334 0.641

***

(6)
19
Properties=species:S:1:pos:R:3:forces:R:3 method="wB97M-V/def2-TZVPD" homo_energy_ev=-9.79 total_energy_ev=-13979.9274 homo_lumo_gap_ha=0.3680 smiles="NCC(=O)O.O.O.O"
H -0.12004 0.24035 0.54229 -0.011 -0.673 -0.778
O -0.13829 1.41403 1.29852 -1.033 1.490 0.898
O -0.24002 -0.65877 0.05773 0.071 -0.316 0.293
H 0.05157 2.26618 0.88726 0.706 -0.077 -0.300
H -1.10118 1.52988 1.36832 0.069 -0.353 0.290
C -0.00506 -0.63342 -1.23748 0.283 -0.325 -0.988
O 0.42065 -1.59201 -1.84222 -0.231 0.113 0.322
C -0.26703 0.66833 -1.98907 -0.495 0.312 0.853
H 0.66333 1.22837 -1.87031 0.094 0.033 -0.561
H -0.50662 0.43045 -3.03093 0.459 0.029 0.258
N -1.34595 1.49606 -1.36619 -0.334 -0.814 0.107
H -1.98281 1.76744 -2.09880 0.009 0.437 -0.288
H -1.94029 0.85971 -0.82596 0.278 0.146 -0.018
O 2.38152 0.25220 1.42485 0.144 -0.037 0.048
H 2.68007 -0.59808 1.09907 0.142 -0.182 -0.321
H 2.12816 0.04954 2.32765 -0.120 0.199 0.215
O -0.42957 -3.14079 1.98498 -0.088 -0.329 0.047
H 0.09513 -2.38151 2.24488 0.016 0.117 -0.194
H -0.34357 -3.19793 1.02540 0.040 0.231 0.115

***

(7)
17
Properties=species:S:1:pos:R:3:forces:R:3 method="wB97M-V/def2-TZVPD" spin_multiplicity=3 homo_energy_ev="-6.70 / -8.97" total_energy_ev=-27368.9950 homo_lumo_gap_ha="0.2749 / 0.2507" s_squared=2.003
C -1.32253 1.76816 0.73456 1.035 0.104 1.173
C 0.09780 1.93840 1.24815 -1.345 -1.209 -1.069
N -0.28630 0.97253 0.19631 1.516 -0.637 -0.823
Si 0.18871 0.87795 -1.51407 -1.276 1.730 1.939
Si 1.69911 -2.64645 -0.16812 1.494 -0.055 0.193
Si -0.47689 -2.75417 0.28947 -2.824 1.229 1.594
H -1.97866 1.17754 1.33948 -0.544 0.070 0.537
H -1.77247 2.57940 0.23360 -0.398 0.787 -0.931
H 0.78569 2.69507 1.01039 0.177 1.495 -0.954
H 0.34050 1.62402 2.22649 -0.030 -1.184 0.896
H 0.27634 2.25008 -2.01264 0.451 0.451 -0.300
H 1.40345 0.16584 -1.64676 0.860 -0.548 -0.246
H -0.97360 0.40876 -2.21406 -0.489 -0.797 -0.387
H 1.92176 -3.88603 -0.85292 0.422 -0.972 -0.314
H 2.23501 -1.61467 -1.06056 -0.177 0.251 -0.018
H -1.18948 -3.91706 0.93237 0.691 -0.114 -0.522
H -0.94844 -1.63937 1.25833 0.437 -0.603 -0.769

***

(8)
17
Properties=species:S:1:pos:R:3:forces:R:3 method="wB97M-V/def2-TZVPD" homo_energy_ev=-4.17 total_energy_ev=-10443.3570 total_charge=-1 homo_lumo_gap_ha=0.3036
C -0.17115 -0.76625 0.00870 -0.665 0.228 1.087
O 0.00960 0.50264 -0.45114 0.061 0.045 -0.748
C -1.54416 -0.93126 0.74267 0.954 0.213 -0.379
H 0.59291 -1.04033 0.77007 0.088 -0.178 -0.011
H -0.14392 -1.56082 -0.73636 0.204 -0.181 -0.657
H -2.27359 -0.34990 0.18348 -0.173 -0.085 0.006
H -1.41854 -0.50793 1.73719 -0.335 -0.040 0.195
H -1.83172 -1.98331 0.77685 -0.163 -0.041 0.226
H -2.47184 0.74196 -2.19913 0.037 0.018 0.086
H -1.02727 0.28749 -2.08191 -0.028 0.021 0.481
O -1.86293 0.09588 -2.56343 0.083 0.023 -0.344
H 3.02135 0.69014 0.36060 0.169 -0.095 0.242
H 2.50971 -0.67627 0.63545 0.118 -0.049 -0.034
O 3.34823 -0.21128 0.51652 -0.147 0.091 -0.147
H 0.66443 2.33944 1.16012 0.444 0.431 0.487
H 1.06164 1.36148 0.23739 0.262 -0.271 0.013
O 1.53724 2.00830 0.90294 -0.910 -0.132 -0.500

***

(9)
18
Properties=species:S:1:pos:R:3:forces:R:3 method="wB97M-V/def2-TZVPD" homo_energy_ev=-9.06 total_energy_ev=-9343.2476 homo_lumo_gap_ha=0.3624 smiles=NCCN.O.O
N -0.42854 -1.79989 -0.45919 -0.739 -0.690 0.089
C 0.93956 -1.40121 -0.23523 0.526 0.360 -0.098
C 1.24971 -0.00171 -0.84295 -0.363 0.207 0.285
N 0.11502 0.81625 -1.19291 0.437 0.709 -0.145
H -0.59621 -2.77783 -0.22411 0.224 0.317 -0.037
H -0.75493 -1.67356 -1.41085 0.249 0.147 0.089
H 1.68370 -2.12033 -0.59810 0.012 -0.002 -0.072
H 1.11149 -1.30291 0.83922 -0.146 -0.222 0.084
H 1.80249 0.55922 -0.09017 0.212 -0.051 0.051
H 1.91434 -0.05573 -1.69837 -0.025 -0.229 -0.246
H -0.31563 0.73172 -2.09619 -0.065 -0.217 0.194
H -0.48603 1.10045 -0.44271 -0.394 -0.486 -0.026
H -2.84150 -0.92396 1.82779 -0.141 0.225 -0.046
H -1.36152 -0.79796 1.91288 0.086 0.251 -0.185
O -2.15906 -0.25598 1.96040 0.021 -0.402 0.145
H 0.57545 3.68805 1.34966 -0.118 -0.045 -0.048
H -0.15507 2.87379 0.28514 0.109 0.109 -0.087
O -0.29328 3.34156 1.11568 0.117 0.020 0.051

***

(10)
18
Properties=species:S:1:pos:R:3:forces:R:3 method="wB97M-V/def2-TZVPD" homo_energy_ev=-8.44 total_energy_ev=-9342.9582 homo_lumo_gap_ha=0.3338 smiles=CNCN.O.O
C 1.71583 2.13023 -0.65348 -0.326 -1.324 0.287
N 1.58949 0.66335 -0.46358 0.831 0.825 0.579
C 0.96249 -0.18296 -1.44544 -0.455 0.148 -0.150
N 0.05080 -1.19854 -0.87018 0.550 1.113 -0.049
H 1.95657 2.59308 0.30969 0.244 -0.184 -0.252
H 0.77457 2.59150 -0.96436 -0.052 0.014 -0.317
H 2.50672 2.31162 -1.38004 -0.064 0.360 0.024
H 1.42908 0.40311 0.49288 -0.193 -0.037 -0.014
H 0.44783 0.49942 -2.11378 -0.616 -0.134 -0.371
H 1.65354 -0.72716 -2.07716 0.621 -0.089 0.043
H -0.79931 -0.69493 -0.63302 -0.084 -0.277 0.402
H 0.51874 -1.42675 0.00938 -0.468 -0.413 -0.128
H -3.26854 -0.73292 -0.67614 -0.138 -0.211 0.220
H -3.46882 -1.50643 0.65401 -0.034 -0.156 -0.070
O -3.18383 -0.66958 0.28291 0.220 0.382 -0.202
H -0.69436 -1.43505 2.45257 -0.216 0.098 -0.192
H -0.85948 -1.43674 3.94550 -0.485 0.228 -0.366
O -1.33132 -1.18126 3.13023 0.663 -0.345 0.557

***

(11)
18
Properties=species:S:1:pos:R:3:forces:R:3 method="wB97M-V/def2-TZVPD" homo_energy_ev=-8.89 total_energy_ev=-9341.9665 homo_lumo_gap_ha=0.3531 smiles=NCCN.O.O
N 1.64080 0.76951 1.54526 -0.441 1.061 1.765
C 2.49290 0.14060 0.62917 1.075 -1.261 -1.260
C 2.43076 -1.43801 0.60207 0.629 0.390 -0.530
N 1.04158 -1.88463 0.27897 0.261 -2.632 0.247
H 2.03474 1.27694 2.38558 -1.249 -0.879 -1.910
H 0.71396 0.94629 1.16287 0.884 0.664 1.113
H 3.56143 0.62734 0.62891 -1.888 -1.407 -0.131
H 2.05168 0.13814 -0.38647 0.287 1.600 0.080
H 3.00825 -1.55546 -0.35250 -0.049 -0.825 0.989
H 2.93851 -1.94205 1.45226 -0.538 0.164 -0.399
H 0.77012 -2.90887 0.51745 1.221 2.483 -0.502
H 0.25988 -1.35082 0.59371 0.023 0.693 0.650
H -0.98687 1.40723 -1.24010 0.187 -0.392 0.966
H -0.77718 0.84256 0.27771 -0.605 0.480 -1.403
O -1.39448 1.25899 -0.36579 0.199 -0.144 0.323
H -6.42287 0.83859 -1.88721 -0.626 1.159 -0.804
H -6.54230 1.27361 -3.39322 -0.741 0.787 2.393
O -6.82088 1.56005 -2.44869 1.371 -1.942 -1.588

***

(12)
18
Properties=species:S:1:pos:R:3:forces:R:3 method="wB97M-V/def2-TZVPD" homo_energy_ev=-8.83 total_energy_ev=-9342.9066 homo_lumo_gap_ha=0.3460 smiles=CNCN.O.O
C -1.18005 1.14785 -1.17964 1.402 -0.135 -0.805
N -1.09351 -0.12462 -0.51537 -0.553 -0.693 0.930
C -0.15122 -1.14871 -0.87888 0.606 2.136 -2.196
N 1.24064 -0.95224 -0.39608 -0.744 -1.362 1.999
H -0.27476 1.22402 -1.82896 -0.440 0.134 0.498
H -1.08984 1.93375 -0.42276 -0.390 0.275 -0.456
H -2.00476 1.28283 -1.90494 -0.065 -0.049 0.678
H -1.93096 -0.44964 -0.06223 0.062 0.054 -0.084
H -0.56092 -2.12097 -0.60749 0.446 0.008 -0.115
H 0.05087 -1.02737 -1.95720 -0.790 -0.787 -0.105
H 1.13640 -1.35759 0.53876 0.701 0.395 0.182
H 1.48231 0.01614 -0.21328 -0.368 0.154 -0.331
H 2.72297 -2.19237 -0.20774 0.310 -0.396 -0.205
H 3.40249 -3.16451 0.79668 0.006 0.001 0.141
O 3.37517 -2.92179 -0.12957 -0.182 0.268 -0.125
H -1.81167 3.05404 3.71879 0.496 0.283 -0.076
H -1.97293 3.31946 2.26710 0.372 0.226 -0.079
O -1.34023 3.48172 2.98282 -0.868 -0.513 0.148

***

(13)
18
Properties=species:S:1:pos:R:3:forces:R:3 method="wB97M-V/def2-TZVPD" homo_energy_ev=-9.33 total_energy_ev=-9343.2665 homo_lumo_gap_ha=0.3613 smiles=CNCN.O.O
C 1.61144 2.09601 -0.29575 -0.417 0.316 -0.902
N 0.90239 0.83124 -0.17072 -0.726 -0.071 0.399
C -0.56649 0.96502 0.01048 0.918 -1.820 -0.911
N -1.14992 -0.37922 0.19788 0.035 0.416 0.812
H 2.68635 1.94518 -0.36787 0.015 -0.122 0.204
H 1.30500 2.61950 -1.21867 0.113 0.170 0.175
H 1.38876 2.76780 0.53257 0.053 -0.197 0.162
H 0.94011 0.33664 -1.05039 0.674 -0.141 -0.135
H -1.01837 1.21424 -0.95664 -0.231 1.199 0.429
H -0.72997 1.62530 0.85475 -0.491 0.097 -0.122
H -1.10253 -0.90090 -0.66404 -0.046 0.034 -0.246
H -0.60373 -0.91516 0.86337 0.099 0.103 0.170
H -3.01238 -0.64680 0.99639 -0.480 -0.086 0.121
H -4.10455 -1.65836 0.71061 -0.241 -0.483 -0.315
O -3.91228 -0.92678 1.28574 0.737 0.589 0.136
H 2.35861 -3.74374 -0.19668 -0.057 -0.776 0.119
H 2.43240 -2.35483 -0.65694 0.010 0.740 -0.356
O 2.57515 -2.87515 0.12593 0.036 0.030 0.261

***

(14)
18
Properties=species:S:1:pos:R:3:forces:R:3 method="wB97M-V/def2-TZVPD" spin_multiplicity=2 homo_energy_ev="-14.06 / -14.05" total_energy_ev=-9333.6851 total_charge=+1 homo_lumo_gap_ha="0.3871 / 0.1713" s_squared=0.754
C -0.18475 0.54993 -0.79719 -2.669 1.203 1.738
C 0.09449 -0.93851 -0.95582 1.387 0.535 -1.789
N -1.11864 -1.71004 -1.24445 5.267 -1.460 -1.049
N 0.97901 1.51217 -0.86435 -0.462 -1.636 -2.820
H -0.97460 0.74874 -1.58515 0.977 0.098 0.679
H -0.74591 0.58043 0.21715 1.172 0.742 -1.641
H 0.80596 -0.93133 -1.81730 -0.540 -1.088 0.549
H 0.59606 -1.37516 -0.00369 -0.979 0.368 -0.920
H -1.54884 -1.92797 -0.42769 -3.089 0.143 3.353
H -0.88246 -2.65731 -1.63444 -0.616 1.190 -0.931
H 1.53708 1.24693 -1.75158 -0.850 0.490 1.809
H 0.53815 2.39222 -1.17875 0.358 -0.312 0.543
H -1.31181 -1.34077 2.54736 -0.226 -1.698 1.387
H -0.92295 0.09454 2.52341 0.396 0.711 0.182
O -1.27344 -0.60731 1.98363 -0.096 0.784 -1.696
H 1.46677 1.58194 0.86166 -0.130 0.079 0.317
H 1.84011 1.21219 2.35518 -1.319 0.819 -1.053
O 1.10577 1.56931 1.77202 1.419 -0.967 1.341